(1)
ORCA calculation (ωB97M-V/def2-TZVPD) on a molecular structure, C23H46BrN2O8PS2 at a distorted geometry.

```
83
Properties=species:S:1:pos:R:3:mulliken_charge:R:1
O -0.42 3.53 1.71 -0.46
C 0.28 2.72 1.23 0.31
Br 2.15 3.28 0.80 -0.24
C -0.16 1.27 0.90 0.99
C 0.99 0.32 1.33 -0.11
C 1.36 -0.68 0.47 -1.05
C 2.43 -1.59 0.81 -0.60
C 3.15 -1.49 1.97 0.25
P 4.51 -2.70 2.21 0.80
O 5.10 -2.97 0.71 -0.55
O 3.98 -4.15 2.66 -0.57
S 5.92 -1.97 3.30 -0.36
C 2.83 -0.48 2.96 -0.01
N 3.38 -0.23 4.13 -0.37
S 2.60 1.06 4.76 0.12
N 1.55 1.33 3.55 -0.52
C 1.73 0.43 2.58 0.98
H -1.13 1.01 1.39 0.11
H -0.27 1.20 -0.20 -0.50
H 0.81 -0.74 -0.48 0.58
H 2.65 -2.37 0.08 0.49
H 5.03 -2.11 0.27 0.35
H 3.85 -4.18 3.62 0.37
C -2.28 1.10 4.83 -1.17
C -3.54 0.61 4.17 0.48
C -4.38 -0.28 5.07 -1.36
O -3.15 -0.11 3.00 -0.50
H -1.64 0.25 5.08 0.30
H -1.71 1.72 4.13 0.20
H -2.47 1.68 5.73 0.42
H -4.14 1.47 3.85 0.27
H -3.81 -1.16 5.37 0.33
H -5.26 -0.62 4.53 0.28
H -4.70 0.25 5.97 0.44
H -2.62 -0.87 3.29 0.34
C -5.13 -3.58 1.18 -1.21
C -4.87 -4.28 2.51 0.35
C -6.17 -4.74 3.15 -1.24
O -4.18 -3.41 3.39 -0.47
H -5.74 -2.69 1.33 0.31
H -4.19 -3.26 0.74 0.29
H -5.64 -4.24 0.48 0.40
H -4.22 -5.15 2.35 0.31
H -6.82 -3.88 3.36 0.31
H -5.98 -5.23 4.10 0.31
H -6.71 -5.43 2.50 0.38
H -4.74 -2.64 3.54 0.23
C -0.78 0.37 -4.27 -1.11
C -1.25 1.42 -3.29 0.51
C -1.76 2.66 -4.01 -1.36
O -0.18 1.79 -2.41 -0.46
H 0.05 0.74 -4.88 0.24
H -0.41 -0.51 -3.74 0.32
H -1.58 0.06 -4.94 0.27
H -2.05 1.01 -2.66 0.23
H -0.97 3.11 -4.61 0.31
H -2.09 3.41 -3.30 0.37
H -2.59 2.42 -4.67 0.38
H 0.53 2.16 -2.94 0.27
C -1.04 -0.51 -9.17 -1.39
C -1.51 0.55 -8.18 0.56
C -2.03 1.78 -8.90 -1.34
O -0.43 0.91 -7.32 -0.47
H -0.22 -0.13 -9.78 0.36
H -0.67 -1.39 -8.64 0.34
H -1.86 -0.82 -9.83 0.38
H -2.30 0.13 -7.55 0.24
H -1.24 2.24 -9.50 0.36
H -2.35 2.54 -8.18 0.32
H -2.87 1.54 -9.55 0.38
H 0.27 1.27 -7.86 0.31
C 5.55 2.03 2.60 -0.64
C 6.97 1.75 2.16 0.36
C 7.84 3.00 2.26 -1.41
O 6.97 1.28 0.81 -0.55
H 5.09 2.80 1.96 0.21
H 4.94 1.13 2.51 0.01
H 5.51 2.38 3.64 0.35
H 7.40 0.96 2.77 0.28
H 7.46 3.79 1.62 0.33
H 8.86 2.78 1.93 0.35
H 7.88 3.37 3.29 0.37
H 6.60 1.97 0.25 0.35
```

Maximum force   2.1 eV/A
Frontier orbital gap   7.4 eV
Multiplicity   1
HOMO energy   -8.46 eV
Energy   -144960.787 eV

(2)
ORCA calculation (ωB97M-V/def2-TZVPD) on 5 unconnected molecules or ions with the total composition C23H46ClF3NO11S5 at a distorted geometry.

```
90
Properties=species:S:1:pos:R:3:mulliken_charge:R:1
O -3.15 -0.56 2.23 -0.54
S -2.00 -0.39 1.43 1.06
O -0.78 -0.28 2.14 -0.60
N -1.84 -1.71 0.23 -0.03
C -2.73 -2.90 0.50 -0.77
C -3.87 -2.95 -0.50 0.19
C -4.70 -1.67 -0.58 -0.56
O -4.40 -1.03 -1.82 -0.52
C -0.37 -2.05 0.09 -0.92
C -0.13 -2.93 -1.13 -0.56
C 1.28 -2.78 -1.63 -0.81
Cl 1.43 -1.29 -2.59 -0.19
C -2.20 1.22 0.48 0.79
F -3.26 1.13 -0.32 -0.18
F -2.44 2.10 1.43 -0.22
F -1.12 1.50 -0.21 -0.19
H -2.10 -1.32 -0.69 0.52
H -3.12 -2.92 1.50 0.52
H -2.17 -3.81 0.36 0.31
H -3.53 -3.26 -1.48 0.52
H -4.53 -3.74 -0.14 -0.66
H -5.75 -1.95 -0.57 0.60
H -4.52 -1.02 0.28 0.14
H -5.17 -0.53 -2.08 0.32
H 0.13 -1.11 -0.11 0.63
H 0.03 -2.46 1.00 0.51
H -0.88 -2.78 -1.90 0.41
H -0.26 -3.96 -0.82 0.40
H 1.58 -3.64 -2.22 0.44
H 1.96 -2.73 -0.79 0.34
C 5.61 1.74 -4.42 -0.27
C 5.80 0.84 -5.65 -0.81
C 6.52 -0.43 -5.18 -0.72
S 6.07 -0.64 -3.45 1.17
O 7.25 -0.48 -2.64 -0.66
O 5.22 -1.80 -3.32 -0.67
C 5.08 0.84 -3.32 -0.60
H 4.93 2.57 -4.62 0.43
H 6.57 2.17 -4.13 0.00
H 4.82 0.58 -6.06 0.34
H 6.36 1.34 -6.44 0.35
H 6.21 -1.31 -5.73 0.42
H 7.60 -0.32 -5.22 0.36
H 5.20 1.27 -2.32 0.44
H 4.04 0.57 -3.49 0.22
C -2.67 4.89 4.28 -0.59
C -3.76 4.72 3.20 -0.14
C -5.12 4.78 3.91 -0.70
S -4.88 5.79 5.38 1.14
O -5.07 4.97 6.54 -0.64
O -5.58 7.04 5.22 -0.66
C -3.12 6.06 5.14 -0.75
H -1.69 5.07 3.84 0.37
H -2.61 3.98 4.88 0.31
H -3.68 5.54 2.48 0.33
H -3.64 3.79 2.66 -0.13
H -5.88 5.23 3.29 0.36
H -5.44 3.79 4.24 0.38
H -2.63 6.10 6.11 0.41
H -3.00 7.01 4.62 0.36
C 9.33 4.28 -1.15 -0.70
C 8.53 5.34 -0.37 -0.62
C 7.32 5.73 -1.22 -0.73
S 6.94 4.30 -2.23 1.21
O 7.17 4.63 -3.62 -0.65
O 5.69 3.72 -1.80 -0.70
C 8.29 3.28 -1.66 -0.61
H 10.08 3.79 -0.53 0.37
H 9.84 4.75 -1.99 0.32
H 8.19 4.91 0.58 0.30
H 9.15 6.21 -0.13 0.33
H 6.46 5.98 -0.62 0.34
H 7.56 6.56 -1.90 0.36
H 8.65 2.66 -2.47 0.39
H 7.91 2.65 -0.85 0.41
C -6.95 -7.52 2.67 -0.59
C -5.99 -8.27 1.74 -0.64
C -5.54 -7.29 0.64 -0.69
S -5.64 -5.66 1.38 1.18
O -6.64 -4.89 0.69 -0.71
O -4.29 -5.14 1.57 -0.67
C -6.28 -6.18 2.96 -0.73
H -7.14 -8.07 3.58 0.36
H -7.90 -7.36 2.16 0.30
H -5.12 -8.61 2.31 0.30
H -6.45 -9.16 1.30 0.33
H -4.52 -7.48 0.32 0.37
H -6.21 -7.31 -0.21 0.40
H -6.96 -5.42 3.34 0.41
H -5.43 -6.30 3.64 0.36
```

Net charge   +1
Maximum force   3.0 eV/A
Frontier orbital gap   8.8 eV
Multiplicity   1
HOMO energy   -11.69 eV
Energy   -123451.423 eV

(3)
ORCA calculation (ωB97M-V/def2-TZVPD) on 3 unconnected molecules or ions with the total composition C23H46N2O3S at a distorted geometry.

```
75
Properties=species:S:1:pos:R:3:mulliken_charge:R:1
C 0.36 -2.83 3.42 -1.47
C -1.00 -2.11 3.21 1.05
C -1.33 -2.12 1.72 -1.24
C -0.88 -0.68 3.77 -1.41
C -1.87 0.32 3.27 0.22
C -3.20 0.33 3.18 0.77
C -4.18 -0.71 3.58 -0.78
C -5.12 -1.14 2.46 -0.25
C -5.84 -2.45 2.78 -1.00
S -6.71 -2.53 4.38 -0.21
C -3.60 1.65 2.62 0.14
O -4.72 2.07 2.39 -0.57
O -2.46 2.38 2.37 -0.37
C -1.37 1.64 2.78 0.17
O -0.22 2.01 2.73 -0.58
H 0.21 -3.81 3.86 0.36
H 1.00 -2.25 4.07 0.39
H 0.85 -2.98 2.46 0.35
H -1.73 -2.69 3.75 0.20
H -2.32 -1.74 1.51 -0.12
H -0.60 -1.51 1.18 0.29
H -1.27 -3.14 1.35 0.64
H -0.88 -0.70 4.85 0.34
H 0.09 -0.33 3.46 0.61
H -4.80 -0.28 4.37 0.53
H -3.67 -1.58 3.98 0.47
H -5.87 -0.38 2.28 0.40
H -4.59 -1.30 1.53 0.21
H -6.62 -2.63 2.06 0.45
H -5.14 -3.28 2.74 0.35
H -5.69 -2.37 5.23 0.11
C 0.21 1.99 -0.72 -1.37
C -0.06 1.64 -2.17 -0.47
N -0.69 0.34 -2.32 0.32
C -0.70 -0.15 -3.69 -0.61
C -1.51 0.63 -4.73 -1.03
C -1.91 0.15 -1.56 -0.06
C -3.08 1.12 -1.80 -1.23
H 0.78 1.20 -0.23 0.11
H 0.78 2.92 -0.66 0.47
H -0.71 2.16 -0.15 0.32
H 0.89 1.61 -2.70 0.60
H -0.65 2.45 -2.63 0.21
H -1.03 -1.19 -3.68 0.42
H 0.35 -0.19 -4.02 0.27
H -2.58 0.48 -4.61 0.23
H -1.24 0.28 -5.73 0.43
H -1.30 1.70 -4.69 0.27
H -1.66 0.18 -0.50 -0.34
H -2.26 -0.88 -1.74 0.46
H -2.74 2.16 -1.82 0.25
H -3.80 1.03 -0.99 0.38
H -3.60 0.92 -2.73 0.34
C 6.82 -0.90 -2.40 -1.43
C 6.34 0.45 -1.89 -0.33
N 5.12 0.90 -2.54 0.17
C 4.81 2.29 -2.30 -0.69
C 4.48 2.72 -0.86 -0.78
C 4.00 -0.02 -2.48 -0.90
C 3.51 -0.46 -1.10 -0.71
H 6.92 -0.89 -3.49 0.34
H 7.79 -1.13 -1.97 0.44
H 6.14 -1.71 -2.13 0.29
H 7.11 1.19 -2.10 0.47
H 6.24 0.40 -0.80 0.26
H 3.98 2.58 -2.95 0.35
H 5.67 2.88 -2.64 0.38
H 3.49 2.39 -0.55 0.01
H 4.49 3.81 -0.79 0.42
H 5.21 2.34 -0.14 0.28
H 4.26 -0.92 -3.05 0.34
H 3.17 0.43 -3.03 0.39
H 4.33 -0.75 -0.44 0.35
H 2.85 -1.33 -1.20 0.39
H 2.93 0.32 -0.60 -0.05
```

SMILES   CC(C)CC1=C(CCCS)C(=O)OC1=O.CCN(CC)CC.CCN(CC)CC
Maximum force   2.3 eV/A
Frontier orbital gap   7.3 eV
Multiplicity   1
HOMO energy   -8.07 eV
Energy   -44555.075 eV

(4)
ORCA calculation (ωB97M-V/def2-TZVPD) on 6 unconnected molecules or ions with the total composition C23H47BBr2FN4O18S at a distorted geometry.

```
97
Properties=species:S:1:pos:R:3:mulliken_charge:R:1
C -2.71 -3.88 -5.30 -1.19
C -2.74 -3.00 -4.03 -0.34
N -1.50 -2.20 -3.89 -0.03
C -1.37 -1.53 -2.72 -0.34
N -1.88 -1.87 -1.58 0.28
C -1.70 -1.08 -0.39 -0.41
Br -2.71 0.54 -0.24 -0.04
C -0.87 -1.54 0.54 0.72
C -0.10 -2.83 0.33 -1.06
Br -0.67 -0.54 2.14 -0.10
N -0.57 -0.35 -2.69 0.55
B -1.24 0.79 -3.41 0.13
O -2.57 0.66 -3.80 -0.34
N -0.52 2.00 -3.67 -0.08
C -1.44 3.08 -4.13 -1.21
C 0.14 2.51 -2.42 -1.02
S 1.01 -0.70 -3.16 1.32
O 1.25 -2.11 -3.16 -0.64
O 1.86 -0.06 -2.24 -0.57
F 1.31 -0.12 -4.56 -0.20
H -3.15 -4.84 -5.04 0.37
H -1.69 -4.11 -5.61 0.33
H -3.32 -3.47 -6.10 0.30
H -2.86 -3.71 -3.19 0.24
H -3.65 -2.39 -4.02 0.38
H -0.70 -2.80 -4.09 0.33
H -2.44 -2.71 -1.51 0.18
H -0.76 -3.69 0.17 0.31
H 0.50 -2.72 -0.57 0.24
H 0.55 -3.03 1.18 0.38
H -3.11 1.11 -3.14 0.30
H -0.81 3.95 -4.31 0.46
H -2.15 3.36 -3.34 0.40
H -1.93 2.84 -5.08 0.32
H 1.23 2.40 -2.51 0.31
H -0.03 3.58 -2.29 0.42
H -0.22 2.03 -1.50 0.32
C -4.07 8.69 -6.18 -0.64
O -3.86 7.31 -5.87 -0.31
C -4.61 6.47 -6.59 0.73
O -5.40 6.78 -7.44 -0.53
O -4.32 5.22 -6.21 -0.21
C -5.05 4.21 -6.90 -0.63
H -3.41 9.26 -5.53 0.22
H -3.81 8.89 -7.22 0.30
H -5.10 8.98 -5.98 0.30
H -4.83 4.24 -7.97 0.34
H -6.12 4.33 -6.73 0.33
H -4.73 3.25 -6.50 0.12
C 7.89 -2.80 -2.90 -0.63
O 6.88 -2.58 -3.89 -0.31
C 5.99 -1.65 -3.56 0.71
O 5.97 -1.00 -2.55 -0.55
O 5.10 -1.56 -4.56 -0.37
C 4.08 -0.58 -4.35 -0.22
H 8.55 -3.57 -3.28 0.25
H 8.48 -1.89 -2.75 0.30
H 7.46 -3.13 -1.96 0.29
H 4.52 0.41 -4.25 0.33
H 3.50 -0.83 -3.46 -0.14
H 3.44 -0.60 -5.22 0.33
C 11.82 -2.43 0.78 -0.61
O 11.96 -3.82 1.07 -0.32
C 11.19 -4.61 0.32 0.82
O 10.43 -4.25 -0.55 -0.52
O 11.42 -5.88 0.68 -0.32
C 10.66 -6.84 -0.05 -0.62
H 12.49 -1.90 1.46 0.21
H 12.11 -2.22 -0.24 0.28
H 10.80 -2.10 0.96 0.28
H 10.91 -6.81 -1.11 0.29
H 9.59 -6.69 0.10 0.28
H 10.93 -7.82 0.34 0.22
C -5.20 -0.74 7.77 -0.57
O -4.47 0.22 7.00 -0.26
C -4.28 -0.12 5.73 0.68
O -4.66 -1.13 5.20 -0.56
O -3.59 0.85 5.13 -0.31
C -3.32 0.60 3.75 -0.49
H -5.29 -0.34 8.78 0.13
H -6.20 -0.87 7.36 0.31
H -4.67 -1.69 7.81 0.31
H -4.25 0.52 3.19 0.29
H -2.72 -0.30 3.63 0.07
H -2.76 1.45 3.37 0.39
C -5.75 1.51 14.43 -0.62
O -5.01 2.47 13.67 -0.33
C -4.82 2.13 12.39 0.80
O -5.20 1.12 11.86 -0.55
O -4.13 3.11 11.81 -0.31
C -3.85 2.87 10.43 -0.60
H -5.83 1.90 15.44 0.22
H -6.74 1.37 14.01 0.29
H -5.22 0.56 14.46 0.29
H -4.78 2.79 9.86 0.27
H -3.25 1.97 10.30 0.28
H -3.29 3.72 10.05 0.25
```

Net charge   +1
Maximum force   4.1 eV/A
Frontier orbital gap   7.5 eV
Multiplicity   1
HOMO energy   -12.02 eV
Energy   -221736.557 eV